88
Properties=species:S:1:pos:R:3 method="wB97M-V/def2-TZVPD" charge=+1 orbital_gap_ha=0.2077 fmax_ev_per_a=2.4 e_above_lowest_kj_mol=0.00 molar_mass_g_mol=769.29 e_tot_ev=-145397.7751
Zn 0.92 1.13 -0.29
N -0.07 2.92 0.71
C 0.19 4.02 -0.19
C -0.72 5.02 -0.35
C -0.39 6.15 -1.16
C 0.80 6.19 -1.84
C 1.72 5.07 -1.74
C 2.99 4.98 -2.37
C 3.76 3.84 -2.31
C 3.33 2.81 -1.49
N 2.17 2.85 -0.83
C 1.39 3.98 -0.88
H -1.05 2.86 0.98
H 0.44 2.99 1.57
H -1.66 5.03 0.24
H -1.14 6.90 -1.33
H 1.06 7.08 -2.44
H 3.27 5.82 -3.01
H 4.72 3.74 -2.81
H 3.96 1.94 -1.43
C -1.54 -1.50 -0.27
P -0.27 -0.72 0.83
C 0.87 -2.10 0.93
N 0.36 -3.22 1.42
C 1.26 -4.21 1.82
C 0.78 -5.40 2.38
C 1.66 -6.47 2.53
C 3.06 -6.35 2.22
C 3.53 -5.19 1.63
C 2.63 -4.13 1.38
N 3.09 -2.96 0.81
C 2.21 -2.00 0.53
P 2.82 -0.63 -0.49
C 4.36 -0.24 0.39
C 3.32 -1.42 -2.15
C 4.40 -2.47 -1.97
C 3.84 -0.35 -3.11
C 2.08 -2.14 -2.63
C -1.17 -0.59 2.56
C -2.20 0.56 2.38
C -1.90 -1.86 2.96
C -0.05 -0.19 3.52
H -2.38 -1.87 0.37
H -1.08 -2.38 -0.81
H -1.88 -0.71 -0.95
H -0.23 -5.40 2.79
H 1.27 -7.39 3.00
H 3.78 -7.08 2.63
H 4.51 -5.00 1.22
H 4.55 -1.04 1.19
H 4.29 0.73 0.95
H 5.23 -0.19 -0.29
H 5.37 -2.11 -1.55
H 4.65 -2.95 -2.94
H 4.05 -3.27 -1.31
H 4.80 -0.02 -2.75
H 3.10 0.49 -3.20
H 4.00 -0.81 -4.13
H 1.70 -2.92 -1.95
H 2.27 -2.58 -3.61
H 1.24 -1.44 -2.77
H -2.39 0.80 1.31
H -1.77 1.47 2.88
H -3.15 0.32 2.84
H -2.86 -1.98 2.40
H -2.10 -1.84 4.06
H -1.34 -2.78 2.74
H 0.56 0.70 3.15
H 0.64 -1.08 3.69
H -0.48 0.09 4.49
S -5.96 3.89 -2.17
C -4.63 2.94 -1.95
S -3.06 3.42 -2.70
C -2.33 1.95 -2.05
N -3.12 1.29 -1.22
N -4.42 1.77 -1.23
C -5.42 0.96 -0.60
C -6.80 1.16 -0.75
C -7.66 0.51 0.10
C -7.21 -0.39 1.07
C -5.85 -0.65 1.12
C -4.95 -0.07 0.24
S -0.66 1.63 -2.36
H -7.20 1.83 -1.53
H -8.72 0.72 0.04
H -7.89 -0.80 1.81
H -5.43 -1.34 1.87
H -3.89 -0.32 0.14

82
Properties=species:S:1:pos:R:3 method="wB97M-V/def2-TZVPD" orbital_gap_ha="0.2521 / 0.2521" fmax_ev_per_a=2.3 e_above_lowest_kj_mol=331.25 molar_mass_g_mol=769.27 e_tot_ev=-261614.6996
Ga -1.63 0.54 -0.82
C 2.55 1.21 -1.94
C 2.23 -0.03 -1.09
Ge 1.07 0.26 0.52
C 1.94 -0.41 2.28
C 3.40 0.04 2.45
C 1.10 2.18 1.03
C 0.72 3.26 0.32
Ge -1.13 2.99 -0.32
C -1.42 3.97 -2.03
C -2.91 3.86 -2.45
C -2.40 4.03 0.88
C -2.41 3.59 2.37
C 1.49 4.50 0.04
C 2.91 4.54 0.02
C 3.55 5.71 -0.30
C 2.88 6.80 -0.84
C 1.51 6.80 -0.80
C 0.84 5.71 -0.22
H 3.12 0.89 -2.80
H 3.15 1.87 -1.28
H 1.68 1.74 -2.31
H 3.14 -0.48 -0.76
H 1.57 -0.72 -1.65
H 1.90 -1.48 2.22
H 1.27 -0.09 3.10
H 3.96 -0.42 1.64
H 3.75 -0.48 3.38
H 3.53 1.11 2.43
H 1.31 2.30 2.13
H -0.82 3.59 -2.88
H -1.12 5.01 -1.83
H -3.48 3.29 -1.69
H -3.00 3.23 -3.33
H -3.37 4.85 -2.56
H -3.41 3.97 0.40
H -2.12 5.13 0.77
H -1.93 2.61 2.49
H -3.45 3.44 2.61
H -1.98 4.32 3.05
H 3.42 3.59 0.27
H 4.61 5.71 -0.18
H 3.41 7.70 -1.15
H 0.87 7.66 -1.07
H -0.19 5.81 0.14
F -1.49 -0.11 -2.46
C -0.68 -0.70 0.48
Ge -0.82 -2.65 0.10
C -2.73 -3.06 0.13
C -3.61 -2.09 0.64
C -4.98 -2.40 0.71
C -5.47 -3.67 0.37
C -4.60 -4.51 -0.28
C -3.22 -4.25 -0.33
C 0.17 -3.75 1.43
C 0.35 -3.27 2.71
C 1.09 -4.06 3.65
C 1.45 -5.36 3.24
C 1.00 -5.91 2.04
C 0.45 -5.11 1.08
C 0.25 -3.14 -1.46
C 1.55 -3.66 -1.30
C 2.24 -4.16 -2.36
C 1.66 -4.16 -3.61
C 0.38 -3.61 -3.79
C -0.27 -3.05 -2.74
H -1.10 -0.58 1.47
H -3.20 -1.13 0.94
H -5.64 -1.65 1.13
H -6.50 -3.98 0.48
H -4.96 -5.41 -0.70
H -2.49 -4.98 -0.77
H 0.05 -2.30 3.02
H 1.30 -3.65 4.64
H 2.00 -5.97 3.93
H 1.23 -6.96 1.88
H 0.29 -5.53 0.10
H 2.01 -3.65 -0.30
H 3.25 -4.56 -2.16
H 2.15 -4.63 -4.49
H 0.01 -3.58 -4.81
H -1.21 -2.47 -2.84

87
Properties=species:S:1:pos:R:3 method="wB97M-V/def2-TZVPD" orbital_gap_ha=0.2731 fmax_ev_per_a=2.4 e_above_lowest_kj_mol=494.49 molar_mass_g_mol=743.77 e_tot_ev=-80920.5523
Y 1.52 0.08 -0.30
C -1.12 1.35 3.88
Si 0.31 0.27 3.27
C 1.90 1.35 3.37
C 0.59 -1.12 4.52
N 0.23 -0.15 1.62
P -0.59 -1.41 0.94
C -0.43 -1.56 -0.74
P -0.68 -0.27 -1.84
N -0.20 1.19 -1.31
Si -0.34 2.86 -1.71
C 1.43 3.42 -2.10
C -1.46 3.31 -3.16
C -0.97 3.76 -0.16
C -2.25 -0.14 -2.74
C -3.26 0.65 -2.19
C -4.49 0.74 -2.82
C -4.71 0.05 -4.00
C -3.71 -0.74 -4.55
C -2.48 -0.84 -3.92
C 0.59 -0.68 -3.13
C 1.44 -1.78 -2.95
C 2.56 -1.94 -3.75
C 2.84 -1.03 -4.75
C 1.99 0.05 -4.96
C 0.88 0.23 -4.15
C -2.18 -1.50 1.83
C -2.38 -2.26 2.98
C -3.59 -2.16 3.66
C -4.59 -1.32 3.19
C -4.39 -0.57 2.04
C -3.19 -0.66 1.37
C 0.32 -2.95 1.37
C -0.27 -4.21 1.33
C 0.53 -5.34 1.25
C 1.91 -5.22 1.18
C 2.50 -3.96 1.22
C 1.71 -2.84 1.33
H -0.79 2.02 4.67
H -1.92 0.72 4.28
H -1.56 1.95 3.08
H 2.11 1.67 4.39
H 1.01 2.63 2.08
H 2.76 0.77 3.02
H 1.10 -0.76 5.41
H 1.17 -1.94 4.09
H -0.37 -1.53 4.84
H 1.45 4.41 -2.56
H 1.91 2.72 -2.78
H 2.01 3.48 -1.17
H -1.12 2.86 -4.10
H -1.47 4.39 -3.30
H -2.49 2.98 -3.00
H -0.41 4.68 0.01
H -0.86 3.13 0.73
H -2.02 4.02 -0.24
H -3.05 1.21 -1.29
H -5.28 1.34 -2.39
H -5.67 0.13 -4.50
H -3.89 -1.26 -5.48
H -1.70 -1.47 -4.33
H 1.18 -2.52 -2.20
H 3.22 -2.79 -3.59
H 3.72 -1.15 -5.38
H 2.20 0.76 -5.75
H 0.22 1.08 -4.30
H -1.60 -2.91 3.34
H -3.76 -2.74 4.55
H -5.53 -1.26 3.72
H -5.18 0.09 1.68
H -3.01 -0.09 0.46
H -1.35 -4.29 1.33
H 0.07 -6.32 1.21
H 2.53 -6.10 1.07
H 3.58 -3.86 1.16
H 2.16 -1.85 1.38
O 1.84 2.59 2.56
C 2.87 2.84 1.27
C 4.30 2.77 1.85
C 4.98 1.54 1.22
C 3.83 0.89 0.49
O 3.83 -0.21 -0.15
N 2.72 1.61 0.55
H 4.28 2.72 2.95
H 4.82 3.69 1.59
H 5.43 0.84 1.92
H 5.74 1.83 0.50

84
Properties=species:S:1:pos:R:3 method="wB97M-V/def2-TZVPD" charge=+1 orbital_gap_ha=0.2636 fmax_ev_per_a=0.3 molar_mass_g_mol=792.04 e_tot_ev=-74238.0876
Pt -0.01 -0.29 -0.01
C -2.85 -1.41 0.11
N -1.75 -0.89 0.98
C -1.32 -1.95 1.93
C -0.54 -2.99 1.16
N 0.64 -2.40 0.46
C 1.79 -2.41 1.39
C 0.87 -3.22 -0.75
C 1.60 -4.40 -0.67
C 1.73 -5.21 -1.78
C 1.11 -4.85 -2.97
C 0.38 -3.68 -3.04
C 0.25 -2.84 -1.93
S -0.66 -1.34 -2.08
C -2.34 0.29 1.65
C -3.06 0.19 2.83
C -3.69 1.32 3.34
C -3.60 2.53 2.66
C -2.87 2.62 1.49
C -2.23 1.50 0.98
S -1.26 1.58 -0.50
H -3.66 -1.73 0.76
H -2.50 -2.22 -0.52
H -3.18 -0.61 -0.54
H -2.19 -2.42 2.40
H -0.72 -1.50 2.71
H -1.16 -3.48 0.41
H -0.20 -3.77 1.84
H 1.98 -3.41 1.78
H 1.57 -1.75 2.23
H 2.69 -2.04 0.89
H 2.08 -4.70 0.26
H 2.30 -6.13 -1.72
H 1.20 -5.48 -3.84
H -0.10 -3.39 -3.97
H -3.15 -0.75 3.36
H -4.24 1.25 4.26
H -4.09 3.40 3.06
H -2.77 3.57 0.98
C 0.56 0.67 1.80
Si 2.30 1.31 1.74
C 2.45 1.61 -0.11
N 1.74 0.59 -0.96
C 1.36 1.32 -2.23
C 2.57 1.90 -2.98
C 3.70 0.87 -3.15
C 3.20 -0.51 -2.75
C 2.72 -0.52 -1.31
C 3.66 0.19 2.40
C 3.50 -0.40 3.65
C 4.49 -1.19 4.21
C 5.68 -1.40 3.51
C 5.87 -0.80 2.28
C 4.86 -0.01 1.73
C 2.43 2.95 2.62
C 1.75 3.16 3.82
C 1.88 4.34 4.52
C 2.70 5.35 4.03
C 3.38 5.17 2.84
C 3.25 3.97 2.15
H -0.03 1.59 1.83
H 0.28 0.13 2.70
H 3.49 1.67 -0.45
H 2.01 2.59 -0.32
H 0.70 2.13 -1.95
H 0.82 0.63 -2.86
H 2.93 2.79 -2.48
H 2.19 2.22 -3.95
H 4.55 1.14 -2.53
H 4.05 0.86 -4.18
H 4.01 -1.25 -2.82
H 2.41 -0.85 -3.41
H 3.57 -0.42 -0.63
H 2.26 -1.48 -1.11
H 2.58 -0.24 4.22
H 4.35 -1.64 5.18
H 6.46 -2.01 3.94
H 6.80 -0.94 1.74
H 5.05 0.46 0.77
H 1.09 2.38 4.21
H 1.34 4.49 5.45
H 2.80 6.28 4.58
H 4.02 5.95 2.46
H 3.81 3.85 1.22

84
Properties=species:S:1:pos:R:3 method="wB97M-V/def2-TZVPD" charge=+3 orbital_gap_ha="0.2456 / 0.2457" fmax_ev_per_a=0.7 molar_mass_g_mol=749.56 e_tot_ev=-56073.8912
W 0.20 0.50 0.76
C -1.84 1.97 3.78
C -0.90 0.79 3.98
C 0.55 1.12 3.62
C -1.33 -0.48 3.25
C -2.72 -1.00 3.59
O -3.23 -1.46 2.30
C -2.45 -1.05 1.34
N -1.40 -0.36 1.74
C -2.82 -1.53 -0.01
C -3.98 -2.32 -0.04
C -4.37 -2.98 -1.20
C -3.59 -2.87 -2.34
C -2.45 -2.07 -2.32
C -2.06 -1.37 -1.19
P -0.66 -0.23 -1.44
C -1.35 1.18 -2.34
C -2.69 1.23 -2.72
C -3.16 2.29 -3.48
C -2.30 3.30 -3.88
C -0.95 3.25 -3.51
C -0.48 2.20 -2.74
C 0.47 -0.99 -2.62
C 0.29 -0.79 -3.99
C 1.16 -1.37 -4.90
C 2.21 -2.16 -4.46
C 2.40 -2.37 -3.10
C 1.54 -1.79 -2.19
H -1.43 2.86 4.25
H -2.81 1.80 4.24
H -2.01 2.20 2.73
H -0.90 0.53 5.04
H 0.67 1.29 2.52
H 1.25 0.34 3.91
H 0.87 2.07 4.04
H -0.58 -1.26 3.45
H -3.41 -0.25 3.96
H -2.73 -1.86 4.25
H -4.57 -2.44 0.85
H -5.26 -3.59 -1.19
H -3.87 -3.39 -3.24
H -1.88 -1.98 -3.23
H -3.38 0.45 -2.42
H -4.20 2.32 -3.78
H -2.66 4.12 -4.48
H -0.28 4.04 -3.82
H 0.57 2.17 -2.47
H -0.51 -0.15 -4.35
H 1.01 -1.21 -5.96
H 2.88 -2.62 -5.18
H 3.22 -2.99 -2.76
H 1.68 -1.98 -1.13
C -0.83 4.99 0.11
C 0.57 4.88 0.24
C 1.17 3.66 0.45
C 0.34 2.52 0.51
C -1.04 2.64 0.39
C -1.65 3.88 0.19
H -1.27 5.96 -0.05
H 1.18 5.77 0.18
H 2.24 3.59 0.55
H -1.69 1.76 0.41
H -2.72 3.97 0.09
C 2.96 0.76 0.45
N 3.43 -0.50 0.97
C 4.77 -0.44 1.58
C 2.56 -1.49 1.22
N 1.23 -1.18 1.20
N 2.97 -2.73 1.43
C 4.22 -3.27 0.87
C 2.10 -3.73 2.06
H 3.66 1.15 -0.29
H 2.88 1.51 1.25
H 2.04 0.66 -0.16
H 4.82 0.45 2.21
H 5.54 -0.36 0.81
H 4.95 -1.31 2.20
H 0.64 -2.01 1.23
H 4.63 -2.57 0.14
H 3.97 -4.20 0.36
H 4.95 -3.47 1.65
H 1.38 -3.26 2.72
H 2.72 -4.39 2.66
H 1.58 -4.33 1.30